(1)
A structure of composition C23H42Cl3N4O3SSiZn. Source: the OMol25 dataset; level of theory: wB97M-V/def2-TZVPD.

Computed properties:
**Orbital gap**: 0.2976 hartree
**Net charge**: -1

Atoms and positions in Å:
C -0.330 5.134 2.155
C 0.522 3.919 2.268
H -0.058 5.907 2.890
H -1.389 4.906 2.358
H -0.249 5.531 1.125
C 1.510 3.831 3.184
C 1.994 4.936 4.076
H 2.058 2.908 3.363
H 1.266 5.261 4.831
H 2.358 5.836 3.565
H 2.868 4.570 4.632
Zn -0.773 -1.105 -2.750
Cl 0.777 -0.688 -4.442
Cl -2.902 -1.550 -2.978
H -1.374 -6.034 -3.487
H -1.933 -3.697 -6.413
C -2.016 -5.166 -3.691
C -2.044 -3.347 -5.381
N -1.274 -4.174 -4.445
H -2.350 -4.755 -2.721
C 0.081 -4.156 -4.292
O 0.741 -5.036 -3.713
H -1.720 -2.308 -5.325
H 0.560 -3.247 -4.712
H -2.908 -5.471 -4.256
H -3.097 -3.415 -5.088
H -2.364 0.500 3.010
H -0.583 1.406 4.499
C -2.093 -0.541 3.157
C -0.481 0.346 4.786
N -0.751 -0.550 3.657
H -2.143 -1.077 2.216
C 0.138 -1.518 3.232
O -0.129 -2.437 2.465
H 0.541 0.185 5.144
H 1.156 -1.371 3.668
H -2.808 -0.955 3.864
H -1.211 0.162 5.581
O -1.065 2.308 1.120
C 0.221 2.898 1.116
C 1.437 0.908 2.092
C 1.302 1.856 1.096
H 0.575 0.752 2.730
C 2.650 0.256 2.289
H 0.343 3.529 0.199
C 2.261 2.011 0.118
H 2.738 -0.445 3.126
C 3.693 0.524 1.409
C 3.478 1.367 0.306
H 2.036 2.704 -0.701
H 4.653 0.021 1.561
H 4.277 1.562 -0.401
Si -2.273 2.070 -0.334
Cl -0.447 0.763 -1.438
C -3.313 0.761 0.517
C -3.221 2.144 -2.089
C -2.601 3.787 0.300
H -2.814 0.726 1.486
H -3.335 -0.239 0.069
H -4.366 1.054 0.658
H -2.640 3.740 1.390
H -3.502 4.270 -0.065
H -1.771 4.454 0.098
H -2.704 2.528 -2.997
H -4.114 2.778 -1.923
H -3.619 1.147 -2.368
S -0.005 -2.708 -1.014
C 1.591 -3.121 -1.521
N 2.370 -4.140 -1.059
C 3.538 -4.396 -1.920
C 3.384 -3.348 -3.026
N 2.269 -2.537 -2.537
H 2.118 -4.730 -0.274
H 3.484 -5.410 -2.328
H 4.522 -4.270 -1.424
H 3.106 -3.805 -3.995
H 4.282 -2.709 -3.144
H 1.869 -1.798 -3.147

Löwdin population analysis, charges in e, atoms 1 to 8: number 1, C, carries -0.06; number 2, C, carries -0.20; number 3, H, carries 0.07; number 4, H, carries 0.08; number 5, H, carries 0.09; number 6, C, carries -0.10; number 7, C, carries -0.12; number 8, H, carries 0.09


(2)
A cluster of 2 separate species, C23H42F5NO6P3 in total. Source: the OMol25 dataset; level of theory: wB97M-V/def2-TZVPD.

Computed properties:
**Orbital gap**: 0.3020 hartree
**Net charge**: +1

Atoms and positions in Å:
C -5.279 -1.288 -1.968
C -3.977 -2.168 -2.372
O -3.822 -3.226 -1.695
O -3.094 -1.799 -3.430
C -2.124 -0.791 -2.968
C -0.928 -1.590 -2.248
C 0.551 -1.154 -2.701
C 1.583 -0.944 -1.480
C 1.721 -2.230 -0.515
P 2.485 -1.829 1.183
P 4.488 -2.118 0.239
P 5.442 -0.205 -0.151
O 4.976 0.352 -1.507
O 7.134 -0.534 -0.302
O 5.106 0.916 1.089
C 0.780 -1.781 2.074
F -0.298 -1.265 1.282
F 0.942 -0.852 3.189
C 0.505 -3.227 2.699
C 0.710 -3.492 4.237
C 0.493 -4.914 4.870
C 0.056 -6.130 3.977
C -0.198 -5.878 2.467
C -0.654 -7.030 1.436
F 0.464 -7.651 0.806
F -1.490 -8.003 2.021
F -1.385 -6.405 0.368
C 0.026 -4.467 1.870
H -5.844 -1.001 -2.926
H -6.028 -1.909 -1.345
H -4.988 -0.396 -1.321
H -2.673 -0.201 -2.136
H -1.803 -0.090 -3.807
H -1.080 -1.497 -1.120
H -1.070 -2.707 -2.508
H 0.497 -0.189 -3.327
H 0.993 -1.964 -3.400
H 2.624 -0.805 -1.968
H 1.398 0.040 -0.901
H 2.474 -2.937 -1.037
H 0.738 -2.808 -0.466
H 2.807 -0.467 1.577
H 2.862 -2.884 2.110
H 5.268 -2.784 1.261
H 7.471 -0.710 0.608
H 5.343 1.796 0.715
H 1.026 -2.651 4.946
H 0.688 -5.060 5.984
H -0.076 -7.183 4.416
H -0.170 -4.316 0.760
C -2.196 5.203 -1.894
C -1.180 5.301 -0.776
N -1.458 4.395 0.433
C -2.767 4.871 1.081
C -0.390 4.616 1.520
C 1.025 4.185 1.179
C -1.683 2.908 0.083
C -0.588 2.190 -0.711
O -0.416 2.759 -1.997
C 0.940 2.852 -2.428
H -3.195 5.508 -1.582
H -1.899 5.875 -2.706
H -2.269 4.204 -2.328
H -1.162 6.325 -0.391
H -0.180 5.076 -1.138
H -2.661 5.927 1.333
H -2.937 4.279 1.982
H -3.587 4.720 0.382
H -0.729 4.086 2.413
H -0.397 5.688 1.734
H 1.164 3.116 1.344
H 1.722 4.676 1.863
H 1.335 4.441 0.166
H -2.616 2.871 -0.485
H -1.842 2.393 1.035
H -0.919 1.153 -0.862
H 0.345 2.125 -0.157
H 1.616 2.204 -1.866
H 1.267 3.891 -2.327
H 0.986 2.589 -3.485

Löwdin population analysis, charges in e, atoms 1 to 8: number 1, C, carries -0.01; number 2, C, carries -0.39; number 3, O, carries 0.06; number 4, O, carries -0.09; number 5, C, carries -0.15; number 6, C, carries -0.16; number 7, C, carries -0.18; number 8, C, carries -0.24


(3)
A structure of composition C23H42GdN2OS4. Source: the OMol25 dataset; level of theory: wB97M-V/def2-TZVPD.

Computed properties:
**Expectation value of S²**: 16.753
**Spin multiplicity**: 8
**Orbital gap (alpha / beta)**: 0.2347 / 0.1605 hartree
**ΔE to the lowest compared entry with this formula, charge and spin**: 0.0 kJ/mol
**Net charge**: +1

Atoms and positions in Å:
Gd -0.977 -0.318 -0.624
C 0.811 -3.908 0.423
C 0.593 -3.417 1.831
S 0.201 -1.621 1.855
C -0.802 -1.446 3.368
C -2.259 -1.777 3.202
S -2.630 -2.216 1.496
C -2.553 -4.024 1.375
C -1.953 -4.500 0.120
S -0.544 -3.510 -0.684
H 1.742 -3.524 -0.034
H 0.884 -5.015 0.424
H -0.255 -3.886 2.356
H 1.493 -3.525 2.460
H -0.368 -2.066 4.169
H -0.643 -0.397 3.626
H -2.514 -2.600 3.873
H -2.908 -0.912 3.432
H -2.009 -4.400 2.268
H -3.585 -4.354 1.523
H -1.621 -5.581 0.246
H -2.658 -4.480 -0.706
N -3.530 -0.627 -1.169
C -4.098 0.409 -2.066
C -3.275 0.667 -3.364
C -2.161 1.676 -3.290
N -0.900 1.108 -2.784
H -3.650 -1.543 -1.645
H -4.042 -0.701 -0.321
H -4.194 1.373 -1.488
H -5.102 0.149 -2.391
H -4.085 1.105 -3.972
H -2.930 -0.277 -3.828
H -2.471 2.513 -2.644
H -2.006 2.201 -4.214
H -0.164 1.837 -2.708
H -0.526 0.340 -3.371
O -1.177 1.378 0.702
S -0.310 2.196 1.808
C 0.110 3.791 1.081
C -0.824 4.858 1.696
C -2.110 4.186 2.181
C -1.654 2.893 2.881
H -0.028 3.690 -0.011
H 1.209 3.999 1.207
H -0.956 5.698 0.964
H -0.313 5.377 2.526
H -2.840 3.949 1.412
H -2.633 4.867 2.928
H -2.494 2.202 2.963
H -1.221 3.172 3.884
C 2.675 1.618 -2.650
C 2.741 0.261 -1.951
C 2.855 -0.882 -2.971
C 1.444 -0.219 -1.327
C 3.823 0.277 -0.885
C 4.399 1.459 -0.359
C 5.227 1.415 0.770
C 5.465 0.171 1.421
C 4.945 -0.977 0.853
C 4.185 -0.901 -0.292
H 2.102 1.579 -3.574
H 3.671 1.989 -3.011
H 2.295 2.410 -2.011
H 1.915 -0.809 -3.534
H 2.857 -1.874 -2.432
H 3.775 -0.811 -3.625
H 1.783 -0.793 -0.430
H 4.185 2.360 -0.951
H 5.619 2.362 1.131
H 6.000 0.174 2.395
H 5.181 -1.985 1.179
H 3.787 -1.833 -0.709

Löwdin population analysis, charges in e, atoms 1 to 8: number 1, Gd, carries 1.17; number 2, C, carries -0.53; number 3, C, carries -0.48; number 4, S, carries 0.74; number 5, C, carries -0.50; number 6, C, carries -0.49; number 7, S, carries 0.79; number 8, C, carries -0.52


(4)
A structure of composition C23H43AlBr3Cl3F5NO12. Source: the OMol25 dataset; level of theory: wB97M-V/def2-TZVPD.

Computed properties:
**Orbital gap**: 0.0553 hartree

Atoms and positions in Å:
C 3.640 3.643 -1.313
C 2.611 3.762 -2.406
O 2.925 3.489 -3.553
O 1.402 4.162 -2.043
C 0.344 3.425 -2.681
C -0.230 2.345 -1.759
C -1.574 1.923 -2.372
C 0.699 1.150 -1.630
C 0.991 0.535 -3.015
C 1.910 -0.717 -2.955
C 2.668 -0.943 -1.639
N 1.896 -1.701 -0.634
O -0.554 3.010 -0.515
C -0.067 2.427 0.611
O -0.729 1.715 1.231
H 4.411 4.358 -1.570
H 4.098 2.649 -1.292
H 3.230 3.960 -0.363
H 0.599 3.033 -3.658
H -0.464 4.129 -2.844
H -2.357 2.381 -1.778
H -1.689 2.312 -3.381
H -1.674 0.830 -2.360
H 1.662 1.490 -1.242
H 0.273 0.348 -1.042
H 1.451 1.256 -3.693
H 0.040 0.202 -3.412
H 2.662 -0.601 -3.739
H 1.392 -1.638 -3.196
H 3.517 -1.574 -1.884
H 3.100 -0.033 -1.215
H 0.920 -1.701 -0.913
H 2.186 -2.662 -0.787
H 0.952 2.683 0.927
Al 3.919 1.599 -3.772
C -4.156 -1.879 -0.205
C -3.956 -0.807 -1.340
O -2.687 -0.863 -1.675
H -3.532 -1.662 0.661
H -5.199 -1.865 0.117
H -3.925 -2.879 -0.563
H -4.328 0.144 -0.903
H -4.707 -1.034 -2.117
Br 1.175 4.805 -9.811
C 2.421 4.530 -8.345
C 2.284 3.152 -7.756
Br 0.690 3.008 -6.644
H 2.237 5.319 -7.622
H 3.410 4.661 -8.779
H 3.120 2.938 -7.092
H 2.214 2.373 -8.508
C 3.801 -4.469 -3.797
Cl 2.961 -5.156 -5.178
Cl 4.210 -2.779 -4.075
Cl 2.813 -4.616 -2.326
H 4.721 -5.019 -3.647
C 0.550 0.640 3.821
C 1.396 -0.590 3.621
O 1.887 -0.843 4.935
C 0.945 -0.359 5.805
O 0.896 -0.628 6.956
O 0.077 0.463 5.164
F 2.441 -0.344 2.800
H 1.140 1.556 3.761
H -0.274 0.705 3.120
H 0.851 -1.465 3.263
C -2.708 -1.996 6.017
C -3.193 -0.692 5.422
O -4.211 -0.920 4.419
C -5.440 -1.129 4.862
O -5.786 -1.148 6.009
C -6.396 -1.303 3.671
F -5.884 -2.130 2.742
F -6.632 -0.120 3.076
F -7.573 -1.801 4.056
H -2.364 -2.670 5.231
H -1.886 -1.814 6.708
H -3.506 -2.506 6.556
H -2.376 -0.189 4.909
H -3.565 -0.013 6.188
O -7.361 -3.152 7.476
H -6.751 -2.757 6.839
H -8.215 -2.768 7.251
C 3.264 -4.533 5.071
O 2.857 -3.484 4.200
H 3.370 -5.441 4.481
H 4.225 -4.295 5.534
H 2.514 -4.699 5.849
H 2.765 -2.683 4.730
F 4.633 -2.511 -6.744
Br 2.586 6.466 -2.310

Löwdin population analysis, charges in e, atoms 1 to 8: number 1, C, carries -0.04; number 2, C, carries -0.75; number 3, O, carries -0.14; number 4, O, carries -0.14; number 5, C, carries -0.08; number 6, C, carries -0.44; number 7, C, carries 0.03; number 8, C, carries -0.11